Entry 1:
Here is the molecule C8H7F2N in a non-equilibrium geometry from the Open Molecules 2025 dataset. Energies are from ωB97M-V/def2-TZVPD.

**LUMO level (alpha / beta)**: -0.7 / -1.0 eV
**Energy above the lowest of the compared OMol25 structures with the same formula, charge and spin**: 5.684 eV
**Frontier orbital gap (alpha / beta)**: 7.94 / 8.56 eV
**E**: -563.29741 Eh

```
! wB97M-V def2-TZVPD RIJCOSX def2/J DEFGRID3
* xyz 0 1
H 1.94934 2.62558 0.62557
N -0.18852 0.04675 2.77879
C 1.64047 1.70857 0.09136
H 2.45753 1.03574 0.22382
C -0.72901 0.94986 -0.44578
F 2.24344 -1.90387 -0.35462
C -1.68256 -0.22792 -0.22254
C 0.35061 1.16887 0.59884
C 0.06400 0.63846 1.81606
C 0.95451 -1.67149 -0.09470
H 1.56854 1.70001 -0.97789
H -2.80108 0.20291 -0.15974
F -0.32901 0.93675 -1.69355
C -1.41060 -1.53259 -0.27691
H -0.24606 -3.08610 -0.99523
H -2.25743 -2.22398 -0.14577
C -0.15059 -2.19997 -0.46928
H -1.43358 1.83242 -0.29843
*
```

Atomic partial charges in e from the Löwdin method, atoms 1 to 8:
1 H 0.103
2 N 0.189
3 C -0.026
4 H 0.073
5 C -0.391
6 F 0.069
7 C -0.040
8 C -0.184

=====

Entry 2:
Here is a cluster of 2 separate species, C8H7F3O2S in total in a non-equilibrium geometry from the Open Molecules 2025 dataset. Energies are from ωB97M-V/def2-TZVPD.

**LUMO level (alpha / beta)**: -0.3 / -1.5 eV
**Energy above the lowest of the compared OMol25 structures with the same formula, charge and spin**: 2.693 eV
**Frontier orbital gap (alpha / beta)**: 8.28 / 7.62 eV
**E**: -1157.16034 Eh

```
! wB97M-V def2-TZVPD RIJCOSX def2/J DEFGRID3
* xyz 0 1
H 0.06205 1.30787 -2.19418
C -1.37238 -0.60491 0.27601
H 1.63623 0.89820 -0.41444
C -0.34314 0.06273 -0.34652
C -0.21960 -0.13092 2.33677
F 1.28552 -1.75949 -1.74752
H -0.28269 -0.20764 3.44518
C 0.84840 0.50900 0.29547
O -2.90322 1.61225 -1.98592
H 1.71495 0.80527 2.40264
O -2.60846 -0.75512 -2.77131
F -1.46669 1.14067 -3.95739
C 0.94731 0.40904 1.67108
H -2.13314 -1.14515 2.26982
F 1.87452 -0.56169 -3.46244
C -0.53736 0.51684 -1.68717
C 0.85548 -1.33931 -2.93235
H -2.19453 -1.01975 -0.23250
C -1.27430 -0.68264 1.69321
H 0.31505 -2.04779 -3.59645
S -2.05336 0.59638 -2.51989
*
```

Atomic partial charges in e from the Löwdin method, atoms 1 to 8:
1 H 0.115
2 C -0.010
3 H 0.139
4 C -0.309
5 C -0.101
6 F 0.059
7 H 0.113
8 C -0.037

=====

Entry 3:
Here is a cluster of 2 separate species, C8H7FNS in total in a non-equilibrium geometry from the Open Molecules 2025 dataset. Energies are from ωB97M-V/def2-TZVPD.

**LUMO level**: 3.2 eV
**Frontier orbital gap**: 5.16 eV
**E**: -861.78790 Eh

```
! wB97M-V def2-TZVPD RIJCOSX def2/J DEFGRID3
* xyz -1 1
C 1.80746 -3.48755 1.17279
C -0.35527 -3.03894 0.75735
H -2.18273 0.39744 0.75162
H 1.32765 2.98123 -1.58139
H 1.99388 -4.48208 0.75099
H 2.71756 -2.90034 0.99157
C 0.74781 1.04948 -0.80178
C -1.59737 2.31387 -0.01204
C -0.60095 3.00861 -0.66592
F -0.77880 4.33049 -0.92112
C -1.41085 0.96087 0.24404
N 0.73379 -2.82958 0.27792
H 1.66226 0.55607 -1.10332
C -0.23984 0.32578 -0.14808
S -1.80799 -3.68613 1.01993
H -2.50112 2.82761 0.29019
C 0.57070 2.40164 -1.06840
H -0.08617 -0.72848 0.04562
*
```

Atomic partial charges in e from the Löwdin method, atoms 1 to 8:
1 C -0.249
2 C -0.899
3 H 0.105
4 H 0.109
5 H -0.074
6 H -0.090
7 C -0.072
8 C -0.032

=====

Entry 4:
Here is the ion C8H7N2 with charge +1 in a non-equilibrium geometry from the Open Molecules 2025 dataset. Energies are from ωB97M-V/def2-TZVPD.

**LUMO level (alpha / beta)**: -5.1 / -5.9 eV
**Energy above the lowest of the compared OMol25 structures with the same formula, charge and spin**: 3.259 eV
**SMILES string**: Cc1c[n+]2c#cccc2[nH]1
**Frontier orbital gap (alpha / beta)**: 8.16 / 7.28 eV
**E**: -418.12568 Eh

```
! wB97M-V def2-TZVPD RIJCOSX def2/J DEFGRID3
* xyz 1 1
H 3.47943 0.21261 0.29553
N 0.44387 -0.35014 0.85438
C -2.74510 1.12254 -0.87819
H -2.03726 -0.51894 1.82388
H -4.21171 0.54411 0.49624
H 3.05275 -0.87435 -0.87842
H 1.36827 0.31426 -2.15612
H 3.09892 -1.35501 0.88714
C 2.77335 -0.62209 0.14427
C 0.82213 0.30219 -1.23029
N -0.46514 0.57900 -0.91757
C -2.01501 0.09228 0.92124
C 1.39905 -0.18483 -0.08040
C -0.72806 0.12310 0.37526
C -3.17291 0.61799 0.32622
H 0.45661 -1.00806 1.59829
C -1.51918 1.00533 -1.58147
*
```

Atomic partial charges in e from the Löwdin method, atoms 1 to 8:
1 H 0.111
2 N 0.190
3 C 0.152
4 H 0.138
5 H 0.115
6 H 0.096
7 H 0.154
8 H 0.105

=====

Entry 5:
Here is a cluster of 2 separate species, C8H7N2O2 in total in a non-equilibrium geometry from the Open Molecules 2025 dataset. Energies are from ωB97M-V/def2-TZVPD.

**LUMO level**: 3.2 eV
**Energy above the lowest of the compared OMol25 structures with the same formula, charge and spin**: 0.479 eV
**Frontier orbital gap**: 8.03 eV
**E**: -569.02028 Eh

```
! wB97M-V def2-TZVPD RIJCOSX def2/J DEFGRID3
* xyz -1 1
C 2.69577 -0.38606 0.73526
O -1.50731 -0.15834 2.46638
H -3.09590 0.10464 -1.26164
H 0.99883 -0.08927 2.10675
H 1.34421 -0.00583 -2.19075
C -1.50503 0.39440 0.12544
O -2.35475 -1.63437 1.00877
H -1.84552 -1.13617 -1.30451
C 1.40817 -0.12858 1.11772
C -1.82271 -0.58088 1.35788
C 0.68452 0.06161 -0.06664
C -1.44253 1.77223 0.31487
H 3.58839 -0.51893 -1.17467
C 1.50937 -0.07723 -1.13328
N -1.42737 2.92127 0.44385
H 3.56869 -0.58735 1.32902
H -1.53912 0.46675 -2.03453
C -2.01639 -0.06550 -1.21040
N 2.75868 -0.35239 -0.62954
*
```

Atomic partial charges in e from the Löwdin method, atoms 1 to 8:
1 C -0.156
2 O -0.034
3 H 0.085
4 H 0.091
5 H 0.095
6 C -0.192
7 O -0.037
8 H 0.077

=====

Entry 6:
Here is the molecule C8H7N3 in a non-equilibrium geometry from the Open Molecules 2025 dataset. Energies are from ωB97M-V/def2-TZVPD.

**LUMO level**: 0.6 eV
**Energy above the lowest of the compared OMol25 structures with the same formula, charge and spin**: 5.237 eV
**SMILES string**: c1ccc(-c2ncc[nH]2)nc1
**Frontier orbital gap**: 9.47 eV
**E**: -473.13662 Eh

```
! wB97M-V def2-TZVPD RIJCOSX def2/J DEFGRID3
* xyz 0 1
C 0.78949 -0.28495 1.18035
C 2.14827 -0.02330 1.49182
H 3.92214 0.50504 0.72403
H 0.15431 -0.50691 1.91467
C -0.98705 -0.15642 -0.52502
H -3.38029 -1.13379 -2.44309
H -4.26060 -0.19101 0.27111
N -1.42085 -0.71186 -1.67766
H 3.08009 1.00310 -1.53181
N -1.97007 0.20814 0.22002
C -2.79730 -0.67870 -1.50872
C 2.60338 0.78576 -0.62590
H 2.50172 -0.34695 2.53655
C -3.12128 -0.18011 -0.36753
C 3.09191 0.48668 0.57562
H -2.01229 0.55209 0.99884
N 1.19243 0.61793 -1.02090
C 0.46597 0.05525 -0.21240
*
```

Atomic partial charges in e from the Löwdin method, atoms 1 to 8:
1 C 0.033
2 C -0.029
3 H -0.033
4 H 0.054
5 C -0.304
6 H 0.145
7 H 0.196
8 N 0.122

=====

Entry 7:
Here is a cluster of 2 separate species, C8H7N3S in total in a non-equilibrium geometry from the Open Molecules 2025 dataset. Energies are from ωB97M-V/def2-TZVPD.

**LUMO level (alpha / beta)**: -0.7 / -0.7 eV
**Energy above the lowest of the compared OMol25 structures with the same formula, charge and spin**: 0.344 eV
**Frontier orbital gap (alpha / beta)**: 7.43 / 7.43 eV
**E**: -871.42992 Eh

```
! wB97M-V def2-TZVPD RIJCOSX def2/J DEFGRID3
* xyz 0 1
H -0.58903 -2.04591 0.21948
N -1.17398 0.47836 0.05510
H -2.61638 1.66395 -1.73417
C 2.37973 -1.07140 1.51456
C 1.38751 -1.90792 1.03525
C 2.19427 0.30456 1.49090
C 1.03383 0.83884 0.97629
N -2.34031 2.56047 -0.24298
C -1.66065 1.64975 0.03555
H 0.86981 1.90937 0.96211
C 0.01674 -0.00365 0.50643
H 3.28792 -1.49302 1.92069
S -0.65089 -1.22632 -2.44178
N -2.40145 0.88827 -2.41044
C 0.20525 -1.38990 0.53948
H 2.96012 0.96240 1.87416
H 1.52482 -2.98019 1.07155
C -1.54583 0.00020 -2.07194
H -2.88149 0.86215 -3.30024
*
```

Atomic partial charges in e from the Löwdin method, atoms 1 to 8:
1 H 0.085
2 N 0.057
3 H 0.060
4 C -0.097
5 C -0.090
6 C -0.089
7 C -0.020
8 N 0.106

=====

Entry 8:
Here is the molecule C8H7NO2 in a non-equilibrium geometry from the Open Molecules 2025 dataset. Energies are from ωB97M-V/def2-TZVPD.

**LUMO level**: -0.8 eV
**Energy above the lowest of the compared OMol25 structures with the same formula, charge and spin**: 5.396 eV
**SMILES string**: O=[N+]([O-])/C=C/c1ccccc1
**Frontier orbital gap**: 8.93 eV
**E**: -514.10327 Eh

```
! wB97M-V def2-TZVPD RIJCOSX def2/J DEFGRID3
* xyz 0 1
H -4.44982 -1.05033 -0.86548
H 1.66637 -0.33298 -1.05358
H 0.60274 0.87644 1.74970
C -2.40591 -1.33052 -1.71677
C -3.00659 -0.07564 0.25519
C 1.28217 0.59561 0.93707
C 0.76616 0.00022 -0.19008
H -3.90372 0.47223 0.90669
C -1.63381 0.18715 0.39900
C -3.36979 -0.89050 -0.78762
C -1.04054 -1.09656 -1.53069
C -0.72983 -0.31800 -0.43610
H -2.81815 -2.01286 -2.45828
H -1.36060 0.84095 1.34523
H -0.35080 -1.68763 -2.08730
O 3.40140 0.54628 -0.06188
O 3.18351 1.26244 1.90058
N 2.68049 0.85629 0.88191
*
```

Atomic partial charges in e from the Löwdin method, atoms 1 to 8:
1 H 0.106
2 H 0.201
3 H 0.117
4 C -0.064
5 C -0.092
6 C -0.034
7 C 0.052
8 H 0.168

=====

Entry 9:
Here is the ion C8H7NO3 with charge -2 in a non-equilibrium geometry from the Open Molecules 2025 dataset. Energies are from ωB97M-V/def2-TZVPD.

**LUMO level**: 5.9 eV
**Energy above the lowest of the compared OMol25 structures with the same formula, charge and spin**: 0.000 eV
**SMILES string**: O=C([O-])[C@H](N[O-])c1ccccc1
**Frontier orbital gap**: 3.77 eV
**E**: -589.38800 Eh

```
! wB97M-V def2-TZVPD RIJCOSX def2/J DEFGRID3
* xyz -2 1
H 3.78303 0.09586 0.45028
C 1.87162 -0.60165 1.10120
O -2.26347 2.33288 -0.39536
C -0.09118 0.00227 -0.25742
C 0.49418 -0.55893 0.86765
C 2.13543 0.57868 -0.92694
O -2.49304 -2.26868 -0.55967
H -2.78495 -0.91388 0.84133
O -2.27655 1.14654 1.48258
H 2.17790 -1.11179 1.95009
N -2.03879 -1.25176 0.25870
C 2.68401 0.15241 0.24270
H 2.86551 0.92996 -1.62050
C 0.83789 0.53704 -1.17108
C -1.53970 -0.06669 -0.40606
H -0.23801 -1.09484 1.49214
H -1.72393 -0.16512 -1.46457
C -2.06978 1.27882 0.28647
H 0.66982 0.97886 -2.17152
*
```

Atomic partial charges in e from the Löwdin method, atoms 1 to 8:
1 H 0.084
2 C -0.098
3 O -0.128
4 C -0.172
5 C -0.031
6 C -0.199
7 O -0.503
8 H 0.063

=====

Entry 10:
Here is a cluster of 2 separate species, C8H7NO3S in total in a non-equilibrium geometry from the Open Molecules 2025 dataset. Energies are from ωB97M-V/def2-TZVPD.

**LUMO level**: -0.6 eV
**Energy above the lowest of the compared OMol25 structures with the same formula, charge and spin**: 1.988 eV
**Frontier orbital gap**: 9.11 eV
**E**: -987.59691 Eh

```
! wB97M-V def2-TZVPD RIJCOSX def2/J DEFGRID3
* xyz 0 1
H 3.13379 0.82745 1.46672
N -3.84407 -1.31421 -1.09174
O -1.79942 -2.40095 1.14665
S -1.44614 0.56430 -0.03563
H 0.79685 1.40820 1.73209
H 0.08281 -0.37482 -2.11357
C 1.12918 0.76845 0.90469
C 3.03712 -0.12511 -0.35578
C 2.50459 0.55640 0.73057
H 4.14382 -0.33723 -0.37898
C -2.68449 -1.58161 1.19662
H 2.63565 -1.03488 -2.18058
C 0.34210 0.35451 -0.19069
O -1.80855 1.89569 -1.02841
H -1.45989 2.63696 -0.47794
C 0.89459 -0.17554 -1.37472
H -2.91854 -1.04863 2.20171
C 2.20187 -0.43465 -1.43812
O -1.59059 1.03616 1.32881
C -3.35067 -1.22049 -0.04170
*
```

Atomic partial charges in e from the Löwdin method, atoms 1 to 8:
1 H 0.064
2 N 0.185
3 O 0.082
4 S 0.916
5 H 0.120
6 H 0.132
7 C -0.038
8 C -0.053

=====

Entry 11:
Here is a structure of composition C8H7NO4 in a non-equilibrium geometry from the Open Molecules 2025 dataset. Energies are from ωB97M-V/def2-TZVPD.

**LUMO level**: -1.2 eV
**Energy above the lowest of the compared OMol25 structures with the same formula, charge and spin**: 7.949 eV
**Frontier orbital gap**: 7.33 eV
**E**: -664.43459 Eh

```
! wB97M-V def2-TZVPD RIJCOSX def2/J DEFGRID3
* xyz 0 1
H 1.61973 1.47502 -2.37669
H 1.60554 -1.82735 1.45939
N 0.84915 0.96157 -2.11125
C -0.42039 0.87553 0.35779
O -0.79841 1.33849 2.71321
O 1.06281 2.20211 1.80857
C 0.75578 -1.47164 0.71422
H -1.36119 -2.43583 1.10804
C -0.64890 -1.49842 1.27819
H 0.04314 1.44071 -2.50984
H -0.63166 -0.85203 -2.79832
C 0.02822 1.59447 1.93840
O -1.24941 -0.76013 -2.01760
H -0.68291 -1.23138 2.33770
C -1.13483 -0.39918 0.39650
O -1.83866 0.82916 0.17393
C -0.59482 -0.80676 -0.90491
C 0.86596 0.54828 -0.79690
C 0.86643 -0.99821 -0.55254
H 1.66444 1.01558 -0.21788
*
```

Atomic partial charges in e from the Löwdin method, atoms 1 to 8:
1 H 0.069
2 H 0.170
3 N 0.071
4 C -0.069
5 O 0.127
6 O 0.046
7 C 0.011
8 H 0.173

=====

Entry 12:
Here is the molecule C8H7O2P in a non-equilibrium geometry from the Open Molecules 2025 dataset. Energies are from ωB97M-V/def2-TZVPD.

**LUMO level**: -0.6 eV
**Energy above the lowest of the compared OMol25 structures with the same formula, charge and spin**: 2.416 eV
**SMILES string**: O=CO/C=P\c1ccccc1
**Frontier orbital gap**: 7.69 eV
**E**: -800.74445 Eh

```
! wB97M-V def2-TZVPD RIJCOSX def2/J DEFGRID3
* xyz 0 1
H 3.08273 2.50780 -0.27926
C 0.38540 0.55630 -0.22412
C -2.04779 -1.40851 0.42003
C 2.56626 1.06659 1.25556
H 0.97252 1.89069 -1.62148
P -0.86829 -1.14032 1.83847
H -2.74733 -1.13689 -3.01655
O -2.19908 -1.04276 -1.02899
C 2.38068 1.80529 0.11744
O -4.10432 -2.16993 -1.96683
H -0.47815 0.16644 -0.75995
C -3.12973 -1.54806 -2.11766
C 1.30465 1.45558 -0.70470
C 1.66795 0.19771 1.81692
H 2.06247 -0.45529 2.52449
C 0.49122 -0.10296 1.08975
H -2.86355 -1.86940 0.98129
H 3.52436 1.22772 1.67560
*
```

Atomic partial charges in e from the Löwdin method, atoms 1 to 8:
1 H 0.098
2 C -0.085
3 C -0.325
4 C -0.121
5 H 0.097
6 P 0.980
7 H 0.129
8 O -0.179

=====

Q: The lowest E belongs to which entry?
A: C8H7F3O2S

=====

Q: Which formula does entry 6 have?
A: C8H7N3

=====

Q: The highest E belongs to which entry?
A: C8H7N2